{"formula": "C3H3F3S", "method": "wB97M-V/def2-TZVPD", "symbols": ["F", "H", "F", "H", "F", "C", "C", "H", "C", "S"], "coordinates": [[1.99, -1.26, -1.31], [-0.64, 1.00, -0.40], [3.69, -0.14, -0.48], [-0.02, -0.71, -0.60], [2.60, -1.30, 0.89], [1.45, 0.60, 0.04], [2.47, -0.44, -0.14], [-0.07, -0.08, 1.01], [0.05, 0.15, -0.03], [2.12, 2.01, 0.52]], "e_tot_ha": -813.86131, "lumo_energy_ev": -1.2, "smiles": "CC(=S)C(F)(F)F", "fmax_ha_per_bohr": 0.1007, "e_homo_ev": -9.64, "orbital_gap_ev": 8.5, "multiplicity": 1}

{"formula": "C32H76AsF6N4O16Zn", "method": "wB97M-V/def2-TZVPD", "symbols": ["H", "H", "H", "C", "H", "C", "C", "N", "H", "H", "H", "C", "N", "C", "H", "N", "O", "O", "C", "H", "H", "H", "H", "H", "C", "C", "H", "H", "H", "C", "H", "H", "N", "O", "H", "F", "H", "H", "H", "O", "O", "H", "C", "C", "H", "H", "O", "F", "C", "C", "H", "C", "F", "H", "H", "O", "O", "H", "H", "H", "H", "C", "H", "O", "H", "H", "H", "H", "H", "C", "H", "H", "H", "H", "C", "H", "H", "H", "H", "H", "O", "O", "H", "C", "C", "H", "H", "H", "H", "H", "H", "H", "C", "As", "C", "O", "H", "C", "H", "Zn", "C", "H", "O", "F", "C", "H", "C", "H", "H", "H", "H", "H", "O", "H", "O", "F", "O", "H", "C", "C", "H", "C", "H", "H", "H", "H", "H", "C", "F", "C", "H", "C", "H", "H", "C", "H"], "coordinates": [[-2.82, -6.98, -2.09], [6.38, -4.11, -1.31], [7.63, 10.53, -0.48], [7.49, -5.17, -5.69], [-9.47, 6.52, 3.50], [3.01, 3.94, 7.13], [-9.23, 4.12, 2.50], [-2.54, -6.17, -2.61], [-8.68, -1.72, 1.35], [-4.93, -6.17, -3.11], [0.31, 4.09, -10.51], [-0.84, -4.04, -5.85], [-9.61, 5.80, 4.19], [2.28, 2.61, 6.96], [-1.34, -3.09, -5.72], [1.32, 4.61, -7.27], [2.96, -7.98, 2.99], [6.26, -5.03, -5.00], [-2.61, -5.24, -4.85], [1.70, -5.30, 6.00], [3.08, 4.27, 8.17], [-3.19, -5.52, -2.19], [1.25, -4.56, 4.42], [6.93, 6.61, 5.54], [-7.76, -3.60, 1.91], [2.23, -6.88, 3.20], [4.34, 6.76, 1.27], [4.18, -9.56, 3.51], [8.18, -5.59, 0.00], [-7.47, -4.51, 3.04], [-11.02, -1.09, 2.65], [-10.27, 4.22, 2.20], [-6.46, -3.19, 1.35], [-7.19, 2.97, 4.52], [1.59, 3.64, -7.24], [0.73, 0.45, -1.56], [7.66, -6.56, -1.40], [2.03, 0.97, -10.43], [5.13, 5.13, 1.06], [1.38, 2.73, -9.52], [2.23, -6.50, 4.46], [0.22, -3.81, -5.72], [7.39, -4.29, -1.68], [-7.49, 4.35, 4.34], [7.46, 10.32, 2.18], [-3.08, -4.30, -4.54], [-1.19, -4.98, -4.87], [1.44, -0.61, 0.73], [0.48, 4.74, -8.45], [5.04, 6.15, 0.70], [8.25, -5.58, -5.02], [-10.93, -2.06, 3.14], [-1.74, -0.08, -0.79], [-0.20, 6.79, -7.85], [7.86, 5.24, 4.96], [6.15, 4.62, 5.93], [4.33, 3.84, 6.51], [-2.50, -7.36, -4.43], [2.33, 2.22, 5.95], [-5.59, 1.65, 4.60], [7.92, -4.22, -6.01], [8.20, 9.86, 0.16], [9.06, 9.52, 2.10], [7.66, 8.55, 0.12], [-0.83, -4.38, -6.89], [4.44, -8.15, 4.42], [-4.97, -6.58, -4.71], [-4.56, -7.84, -3.54], [9.13, 9.66, -0.37], [1.32, -5.49, 4.99], [-6.96, 4.83, 3.52], [1.23, 2.63, 7.25], [7.94, -3.36, -1.58], [1.96, 4.60, -10.13], [5.07, 4.92, 6.62], [-6.66, -2.52, 0.62], [-10.42, -1.88, 4.09], [7.40, -5.86, -6.52], [4.52, 6.12, -0.26], [-5.96, 2.38, 3.02], [1.75, -6.32, 2.22], [7.32, -4.46, -3.13], [8.98, 11.14, 1.71], [3.64, -8.73, 3.95], [0.33, 6.28, -8.66], [1.37, 6.62, -8.72], [-8.99, 3.07, 2.29], [9.05, -5.60, -1.48], [-7.04, -3.95, 3.86], [-0.85, -5.50, 5.66], [-0.04, -7.01, 5.76], [-6.78, -5.31, 2.79], [7.22, 5.58, 5.77], [-0.12, -0.26, -0.11], [1.73, 1.98, -10.71], [-10.06, -2.95, 2.41], [-8.35, -5.08, 3.33], [-8.68, -2.43, 2.17], [-11.92, -2.46, 3.33], [0.71, -5.85, -2.19], [-0.09, -6.10, 5.16], [-0.50, -6.50, 4.23], [6.30, 6.83, 0.50], [-0.96, -1.07, 1.33], [1.07, 4.11, -9.73], [-0.47, 4.26, -8.20], [6.40, 8.21, 0.54], [-8.56, 4.70, 1.86], [-8.26, -4.19, 1.14], [-5.10, 3.31, 4.24], [7.71, 5.54, 6.74], [-9.51, 3.71, 4.50], [4.85, 5.92, 7.31], [0.80, 1.83, -11.25], [5.52, 9.04, 0.79], [-0.22, 1.32, 0.76], [5.03, -4.70, -3.14], [-5.91, -2.65, 1.99], [-8.95, 4.49, 3.99], [8.39, 10.23, 1.62], [-10.54, 5.51, 3.95], [8.03, -5.58, -1.08], [2.99, -9.12, 4.73], [2.16, 5.16, -7.39], [-3.03, -5.36, -5.85], [-0.08, 6.62, -9.61], [2.48, 4.78, 6.68], [-4.39, -6.81, -3.82], [-0.05, -1.89, -0.84], [-5.89, 2.57, 4.09], [2.61, 2.37, -11.22], [-2.98, -6.50, -3.98], [2.75, 1.77, 7.48], [-8.36, -1.83, 3.02], [6.15, -4.71, -3.76], [-7.21, 4.89, 5.24]], "e_tot_ha": -7301.42285, "charge": 1, "lumo_energy_ev": -9.7, "fmax_ha_per_bohr": 0.0978, "e_homo_ev": -10.65, "orbital_gap_ev": 1.0, "multiplicity": 1}

{"formula": "C6H13CdO3", "method": "wB97M-V/def2-TZVPD", "symbols": ["H", "Cd", "H", "O", "O", "C", "C", "C", "C", "H", "C", "C", "H", "H", "H", "H", "O", "H", "H", "H", "H", "H", "H"], "coordinates": [[2.40, 2.50, 0.18], [-0.46, 1.50, -0.05], [-2.26, -1.05, 1.39], [1.41, 0.71, 0.07], [-0.90, -0.45, -0.04], [-1.32, 3.34, 0.37], [-2.02, -1.27, 0.35], [0.26, -1.31, -0.23], [1.45, -0.66, 0.44], [2.38, -1.12, 0.09], [2.61, 1.44, 0.37], [-1.47, -2.68, 0.17], [1.37, -0.76, 1.53], [3.42, 1.09, -0.28], [-0.85, 4.14, -0.23], [-1.21, 3.62, 1.43], [-0.08, -2.50, 0.38], [-2.87, -1.04, -0.31], [-2.40, 3.36, 0.13], [-1.85, -3.39, 0.90], [0.40, -1.43, -1.31], [2.87, 1.29, 1.42], [-1.65, -3.06, -0.85]], "e_tot_ha": -629.55483, "charge": 1, "lumo_energy_ev": -3.0, "fmax_ha_per_bohr": 0.0802, "e_homo_ev": -13.53, "orbital_gap_ev": 10.6, "multiplicity": 1}

{"formula": "C24H18Cl2CrIN7O2Se2", "method": "wB97M-V/def2-TZVPD", "symbols": ["H", "Se", "C", "C", "C", "H", "H", "N", "N", "C", "H", "Cl", "C", "H", "C", "H", "C", "N", "C", "C", "C", "H", "C", "H", "N", "C", "C", "H", "H", "N", "Cr", "H", "H", "C", "N", "C", "H", "N", "O", "H", "C", "C", "H", "C", "H", "H", "C", "O", "C", "C", "I", "C", "H", "Se", "C", "Cl", "C"], "coordinates": [[-1.94, 2.77, 3.92], [-1.76, -2.90, -1.13], [-2.42, 0.89, 4.78], [1.23, 0.61, -2.82], [3.34, -3.10, -0.05], [-4.35, -2.10, -1.46], [2.43, -3.67, -3.25], [-1.68, -0.04, -1.16], [3.71, 1.42, 1.15], [2.73, 0.97, 0.41], [-5.60, 0.10, -1.77], [-1.85, -2.80, 3.32], [-0.87, 1.99, 1.64], [0.29, 0.21, -3.18], [-1.31, -0.30, 2.46], [3.91, 1.24, 3.18], [2.17, 0.36, 2.36], [1.22, -2.08, -0.55], [3.48, -3.50, -1.37], [-3.84, -1.16, -1.36], [-2.37, 1.29, -1.31], [-1.84, 1.84, -3.36], [1.29, -2.61, -1.78], [1.67, -0.05, 3.23], [1.77, 0.30, 1.11], [-1.35, 1.11, 2.64], [2.42, -3.28, -2.24], [-0.96, 3.06, 1.83], [-4.32, 2.18, -1.83], [3.33, 1.02, 2.39], [0.08, -0.14, -0.07], [-2.81, -1.14, 5.40], [-0.55, 2.10, -2.16], [-2.40, -0.51, 4.62], [1.40, 0.60, -1.50], [-1.91, 1.69, 3.81], [4.46, 1.98, -1.50], [3.35, 1.60, -3.21], [-0.36, 1.67, 0.55], [-2.29, 1.85, -0.38], [-2.51, -1.14, -1.20], [2.22, -2.39, 0.30], [2.06, 1.10, -4.74], [-3.84, 1.23, -1.62], [2.08, -2.07, 1.32], [4.36, -4.03, -1.71], [-1.87, -1.09, 3.50], [-0.81, -0.87, 1.43], [-1.62, 2.14, -2.34], [2.21, 1.10, -3.66], [-2.10, 4.21, -2.17], [-4.53, 0.10, -1.58], [4.10, -3.32, 0.69], [-0.28, -2.68, -2.88], [2.57, 1.08, -1.04], [-3.10, 1.56, 6.22], [3.53, 1.59, -1.89]], "e_tot_ha": -8524.41183, "charge": 1, "lumo_energy_ev": [-3.8, -4.1], "fmax_ha_per_bohr": 0.0327, "e_homo_ev": [-9.34, -9.38], "orbital_gap_ev": [5.5, 5.3], "multiplicity": 4}

{"formula": "C24H50BF9N4O6PS2", "method": "wB97M-V/def2-TZVPD", "symbols": ["F", "C", "H", "C", "H", "H", "H", "F", "N", "F", "C", "H", "F", "H", "H", "H", "C", "C", "H", "H", "H", "H", "H", "S", "H", "C", "B", "H", "H", "H", "H", "C", "H", "H", "H", "H", "O", "H", "H", "H", "S", "C", "H", "C", "C", "H", "C", "H", "F", "C", "C", "F", "H", "H", "C", "O", "C", "H", "F", "H", "C", "C", "C", "C", "H", "H", "C", "C", "O", "H", "N", "H", "H", "H", "N", "H", "F", "O", "O", "H", "O", "H", "H", "H", "C", "H", "N", "C", "H", "H", "H", "P", "F", "H", "H", "H", "C"], "coordinates": [[0.49, -3.18, 2.83], [0.75, 5.10, -4.69], [-2.25, 0.11, 1.17], [0.96, 4.83, -6.20], [5.59, 2.34, -0.84], [3.54, 4.80, -0.93], [-0.44, 0.69, -2.58], [3.09, -1.87, 3.24], [-0.66, 4.97, -4.30], [-0.44, -4.92, 1.51], [-4.55, -1.38, 0.59], [4.40, 1.05, -0.70], [3.78, -2.98, 0.70], [-5.15, -2.66, 3.93], [2.63, 1.32, 1.14], [-2.45, -4.12, 2.87], [-1.33, -0.62, -0.91], [1.27, 6.47, -4.25], [-1.89, -0.96, 6.29], [4.92, 3.82, 2.51], [0.90, 0.12, -1.36], [0.23, -1.12, -2.63], [-2.15, -5.62, -0.25], [-0.21, -5.57, -2.37], [5.87, 3.96, 1.03], [-1.67, 0.51, 0.22], [-3.51, -2.66, 0.53], [-2.42, 1.28, -0.30], [-0.06, 7.50, -6.60], [-4.15, -0.15, 2.31], [-2.07, -2.11, 3.72], [4.56, 2.13, -0.53], [0.31, 1.81, -0.06], [-1.82, -2.63, -2.51], [-2.94, -5.37, -2.42], [1.33, 4.35, -4.14], [0.02, 5.49, -7.05], [0.62, 7.29, -4.57], [-2.28, -0.66, -1.64], [1.99, 5.04, -6.51], [0.57, -2.63, 0.18], [-2.01, -3.03, -1.42], [4.93, 1.65, 1.53], [-3.00, -1.97, 4.43], [-0.07, -0.22, -1.92], [0.80, 3.75, -6.37], [0.70, -3.93, 1.53], [3.49, 4.39, -2.65], [5.13, -3.10, 3.39], [2.07, -4.82, 1.50], [4.87, 3.77, 1.42], [3.17, -4.07, 4.35], [-3.94, -5.24, 3.16], [-5.58, -1.79, 0.16], [-3.62, -4.13, 2.88], [-3.43, -2.89, -0.95], [3.46, -3.99, 1.73], [2.27, 6.66, -4.64], [4.57, -5.02, 1.64], [-4.19, -3.78, 5.15], [-4.32, -3.79, 1.44], [-4.10, -3.18, 4.13], [-2.42, -1.98, 5.97], [3.64, -3.27, 3.19], [-0.11, 7.09, -8.31], [1.43, 6.98, -7.45], [4.35, 2.40, 0.98], [0.35, 6.83, -7.36], [-2.08, -2.47, 0.87], [-4.25, -0.48, -0.13], [-1.42, -3.10, 6.26], [0.17, 0.85, 1.65], [4.22, 4.59, 1.10], [-0.78, -3.22, 5.43], [-4.85, -0.86, 1.98], [-0.97, 4.02, -4.52], [2.22, -5.54, 0.18], [1.40, -2.97, -1.11], [1.28, -1.35, 0.77], [-3.33, -2.10, 6.72], [3.62, 2.79, -1.38], [-5.45, -3.50, 1.64], [5.03, 4.28, -1.78], [2.40, 2.86, 0.72], [-1.19, -2.17, -0.30], [-5.81, -0.41, 1.89], [2.94, 2.27, 1.36], [3.95, 4.13, -1.69], [-3.47, -0.90, 4.26], [-1.97, -3.97, 6.42], [-4.34, -4.79, 0.81], [-1.86, -4.93, -1.52], [1.86, -5.93, 2.50], [1.32, 6.52, -3.15], [-1.20, 5.56, -4.95], [-0.88, 2.36, 1.28], [-0.41, 1.40, 0.76]], "e_tot_ha": -3675.93446, "charge": -1, "lumo_energy_ev": 1.5, "fmax_ha_per_bohr": 0.1794, "e_homo_ev": -5.12, "orbital_gap_ev": 6.6, "multiplicity": 1}

> The highest multiplicity belongs to which entry?

C24H18Cl2CrIN7O2Se2

> What is the multiplicity in the third record?

1